Record 1
DFT (wB97M-V/def2-TZVPD) results for a structure of composition C13H25BrCl3N5O2SiTa.

Geometry as XYZ:
```
51
Properties=species:S:1:pos:R:3:mulliken_charge:R:1
Ta -0.5194 -0.2907 0.2187 2.507
N -0.2485 2.1713 -0.1949 -0.452
C 1.1176 2.7409 -0.2120 -0.873
C 1.9560 2.0062 0.7895 -0.743
N 1.9765 0.5407 0.5727 0.395
C 2.8556 0.1710 -0.5542 -0.707
C 2.2475 0.3942 -1.9163 -1.142
N 0.8108 0.0007 -1.9462 -0.484
C 2.5193 -0.0572 1.8174 -0.787
C 2.3050 -1.5383 1.8561 -0.968
N 0.8558 -1.7728 1.7281 -0.433
H -0.7528 2.5353 -1.0007 0.278
H -0.7338 2.5562 0.6103 0.295
H 1.1081 3.7988 0.0559 0.541
H 1.5098 2.6797 -1.2189 0.209
H 1.5483 2.1839 1.7843 0.481
H 2.9734 2.4084 0.7786 0.515
H 3.1119 -0.8780 -0.4505 0.627
H 3.7961 0.7281 -0.5003 0.352
H 2.8198 -0.1965 -2.6329 0.488
H 2.3488 1.4231 -2.2400 0.378
H 0.7386 -0.9188 -2.3693 0.298
H 0.3296 0.6306 -2.5833 0.291
H 1.9837 0.3847 2.6551 0.447
H 3.5804 0.1794 1.9357 0.529
H 2.7006 -1.9211 2.7987 0.538
H 2.8286 -2.0714 1.0675 0.594
H 0.4175 -1.4880 2.6038 0.353
H 0.6716 -2.7689 1.6271 0.337
Br 0.7186 -6.4682 -3.1796 0.024
C 0.4066 -4.8636 -2.3105 -0.036
C 1.4500 -4.1670 -1.7010 -1.280
C 1.1759 -2.9697 -1.0824 -0.661
N -0.0554 -2.4258 -1.0210 0.131
C -1.0579 -3.1234 -1.5876 -0.387
C -0.8719 -4.3197 -2.2444 -0.943
H 2.4602 -4.5529 -1.7166 0.533
H 1.9736 -2.4157 -0.6166 0.817
H -2.0523 -2.7140 -1.5017 0.620
H -1.7115 -4.8293 -2.6968 0.490
Cl -4.1993 1.2462 -1.0491 -0.057
Si -2.6215 0.2161 -1.6156 0.683
Cl -1.9872 -1.7895 1.0485 -0.154
Cl -2.9010 -0.7894 -3.3083 -0.098
C -2.0274 1.7706 3.5308 -1.234
C -1.4974 1.1157 2.3198 0.602
O -2.1273 1.0638 1.2256 -0.414
O -0.3413 0.5633 2.2792 -0.587
H -3.0580 2.0773 3.3753 0.384
H -1.4172 2.6420 3.7812 0.336
H -1.9611 1.0860 4.3781 0.368
```

The calculation puts the HOMO energy at -17.86 eV. For the max |F|, the calculation gives 3.495 eV Å⁻¹. For the molecular weight, the calculation gives 678.7 g/mol. Its charge is +3. As for the total energy: -5234.96323 Eh. As for the energy relative to the best compared isomer or geometry (same formula, charge and spin): 41.7 kcal per mole. Its orbital gap is 6.8 eV.

=====

Record 2
DFT (wB97M-V/def2-TZVPD) results for the molecule C5H9NO.

Geometry as XYZ:
```
16
Properties=species:S:1:pos:R:3:mulliken_charge:R:1
C -2.0014 -0.1586 -0.3644 -1.263
C -1.1321 0.7211 0.5060 0.073
N -0.5372 0.2321 1.7453 -0.645
C 0.3436 0.5713 0.6298 -0.105
C 1.1045 -0.4898 -0.0946 0.207
C 2.2062 -0.1536 -1.0000 -0.521
O 2.4603 -0.6627 0.2986 -0.438
H -2.2478 0.3580 -1.2982 0.301
H -2.9426 -0.3850 0.1503 0.333
H -1.5275 -1.1092 -0.6276 0.315
H -1.5239 1.7340 0.6121 0.358
H -0.6496 -0.7749 1.8402 0.279
H 0.9303 1.4695 0.8153 0.337
H 0.5751 -1.4294 -0.2517 0.293
H 2.4686 -0.8166 -1.8248 0.256
H 2.4734 0.8938 -1.1363 0.220
```

The calculation puts the HOMO energy at -9.36 eV. For the max |F|, the calculation gives 0.316 eV Å⁻¹. For the molecular weight, the calculation gives 99.1 g/mol. As for the total energy: -325.82762 Eh. As for the energy relative to the best compared isomer or geometry (same formula, charge and spin): 69.0 kcal per mole. Its orbital gap is 10.4 eV. The SMILES is C[C@H]1N[C@H]1[C@H]1CO1.